1.
This record from the OMol25 dataset describes a molecular structure, C12H16AlCl21F5 at a distorted geometry. The level of theory is ωB97M-V/def2-TZVPD.

```
55
Properties=species:S:1:pos:R:3:forces:R:3:nbo_charge:R:1
C 1.5776 -0.6377 0.7940 -0.5 -0.5 -0.2 -0.63
C 0.1301 -0.2388 1.0165 0.9 0.9 0.9 0.20
F -0.5823 -0.7954 -0.0550 -0.4 -0.3 -0.1 -0.39
C -0.0832 1.2508 1.1032 -0.3 0.0 -0.6 -0.98
Al -1.8288 1.9792 0.3234 0.3 0.3 0.0 1.03
C -3.3586 0.5962 0.1807 0.8 1.0 0.5 0.25
F -4.5601 1.2899 0.1637 -0.4 -0.1 -0.1 -0.37
F -3.2975 -0.0659 -1.0236 -0.2 -0.6 -0.2 -0.37
C -3.4706 -0.4281 1.2813 -0.8 -0.7 -1.2 0.50
F -3.8316 0.1787 2.4311 0.2 0.1 0.6 -0.35
F -4.4914 -1.3273 0.9870 -0.1 -0.1 0.2 -0.38
H 1.6611 -1.7215 0.8576 0.2 -0.2 0.1 0.19
H 2.2388 -0.1721 1.5163 0.1 0.1 0.1 0.21
H 1.8339 -0.3525 -0.2223 0.3 0.2 -0.1 0.21
H -0.2077 -0.6709 1.9607 -0.4 -0.5 -0.1 0.14
H 0.7133 1.7178 0.5151 0.0 0.3 -0.1 0.20
H 0.0315 1.6245 2.1193 0.0 -0.2 0.2 0.22
H -1.5647 2.4744 -1.1601 -0.3 -0.1 -0.2 -0.42
H -2.2984 3.2677 1.1752 -0.1 -0.1 0.3 -0.41
H -2.5821 -1.0385 1.3991 0.3 0.1 0.2 0.15
C -4.6495 -2.7692 -3.0529 0.1 0.0 0.0 -0.28
Cl -6.0069 -3.8960 -3.1900 0.0 0.0 0.0 0.00
Cl -3.1657 -3.5080 -3.6584 0.0 0.0 0.0 0.01
Cl -4.9944 -1.2692 -3.9076 0.0 0.1 0.0 0.02
H -4.5082 -2.5293 -2.0055 0.0 0.0 0.0 0.25
C 5.5400 -0.4430 2.0272 -0.2 0.1 -0.1 -0.29
Cl 5.2453 0.9009 0.9246 0.0 -0.1 0.1 0.03
Cl 4.7323 -0.1747 3.5759 -0.1 0.0 -0.1 0.01
Cl 5.0179 -1.9670 1.3061 -0.1 0.1 -0.1 0.02
H 6.6042 -0.5037 2.2115 0.0 0.0 0.0 0.22
C 6.5111 4.0251 -1.3652 -0.1 -0.1 -0.1 -0.28
Cl 5.0543 3.0453 -1.5269 0.1 0.1 0.0 0.04
Cl 7.6470 3.3171 -0.2133 0.0 0.0 0.0 0.01
Cl 7.2891 4.2489 -2.9363 0.0 0.0 0.0 0.01
H 6.2216 4.9984 -0.9927 0.0 0.0 0.0 0.23
C 7.1888 -3.2101 4.4373 -0.1 0.1 0.0 -0.29
Cl 7.1830 -1.7494 5.4271 0.2 -0.1 0.1 0.02
Cl 5.5610 -3.8685 4.2894 0.1 0.0 0.0 0.03
Cl 7.8910 -2.8756 2.8484 0.2 -0.1 0.1 0.01
H 7.8055 -3.9513 4.9270 0.0 0.0 0.0 0.23
C -7.4001 -0.0479 -6.8231 0.0 0.1 0.0 -0.29
Cl -7.3294 1.5082 -5.9988 0.0 -0.1 0.0 0.03
Cl -9.0362 -0.7112 -6.7728 0.0 0.0 0.0 0.01
Cl -6.8399 0.0994 -8.4924 0.0 0.0 0.0 0.01
H -6.7421 -0.7346 -6.3052 0.0 0.0 0.0 0.24
C 0.6665 2.3643 -3.5918 -0.1 -0.1 0.3 -0.28
Cl -0.1174 0.8358 -3.2108 0.0 0.0 0.0 0.05
Cl 0.6106 3.4807 -2.2311 0.3 0.1 -0.3 0.04
Cl 2.3483 2.0823 -4.0858 0.1 0.0 -0.1 -0.02
H 0.1442 2.8185 -4.4227 0.0 0.0 0.0 0.22
C -2.9571 -1.2405 5.4024 0.0 0.0 0.0 -0.28
Cl -3.7823 -2.7415 5.8380 0.0 0.0 0.0 0.00
Cl -2.9526 -0.1158 6.7642 0.0 0.0 0.0 0.01
Cl -1.3122 -1.5681 4.8577 0.0 0.0 0.0 0.02
H -3.4970 -0.7806 4.5833 0.0 0.0 0.0 0.25
```
Positions in Å, forces in eV/Å.

Results
- DFT total energy: -295860.0863 eV
- HOMO-LUMO gap: 7.0894 eV
- E_HOMO: -5.43 eV
- Charge: -1
- LUMO energy: 1.66 eV

=====

2.
This record from the OMol25 dataset describes a molecular structure, C12H16AuBBrF4IO4PS2 at a distorted geometry. The level of theory is ωB97M-V/def2-TZVPD.

```
43
Properties=species:S:1:pos:R:3:forces:R:3:nbo_charge:R:1
Au -0.6544 -0.7932 0.8406 -0.2 -0.6 0.4 0.99
C 1.0018 5.0884 -0.4994 0.0 0.0 0.0 -0.62
C 1.4624 4.1916 0.6271 -0.1 0.0 -0.1 -0.06
O 1.7120 2.8882 0.0857 0.3 0.0 -0.2 -0.83
P 1.2890 1.6009 0.9285 -0.6 -0.3 1.0 1.66
S 1.9430 -0.1098 0.2837 0.8 0.2 -0.8 -0.63
S -0.7222 1.5942 1.2236 0.1 0.3 -0.2 -0.64
O 1.9901 2.0022 2.3374 0.0 0.3 -0.2 -0.86
C 1.5615 1.4239 3.5740 0.0 0.0 0.1 -0.07
C 2.3763 0.2043 3.9503 0.0 0.0 -0.1 -0.64
H 0.8489 6.1039 -0.1280 0.0 0.0 0.0 0.20
H 0.0624 4.7182 -0.9080 0.0 0.0 0.0 0.23
H 1.7428 5.1134 -1.2986 0.0 0.0 0.0 0.21
H 0.7003 4.1283 1.4066 0.0 0.0 0.0 0.19
H 2.3882 4.5485 1.0829 0.0 0.0 0.0 0.17
H 0.4982 1.1815 3.5170 0.0 0.0 0.0 0.22
H 1.6858 2.2137 4.3202 0.0 0.0 0.0 0.16
H 2.2341 -0.5935 3.2221 0.0 0.0 0.0 0.24
H 2.0530 -0.1501 4.9308 0.0 0.0 0.0 0.21
H 3.4402 0.4459 3.9879 0.0 0.0 0.0 0.19
F -4.6896 -2.3088 -1.0287 0.0 -0.1 0.0 -0.58
B -4.4453 -0.9683 -0.7032 0.0 0.1 0.0 1.35
F -5.1366 -0.6228 0.4687 0.0 0.0 0.1 -0.58
F -4.8678 -0.1382 -1.7631 0.0 0.0 0.0 -0.59
F -3.0506 -0.7724 -0.5013 -0.2 0.0 -0.1 -0.59
Br 0.3496 -0.6343 -6.3234 0.0 0.0 0.0 -0.02
C 0.1577 -1.5196 -4.6376 0.0 0.0 0.0 -0.07
C 0.7356 -2.7661 -4.4694 0.0 0.0 0.0 -0.28
C 0.5915 -3.4001 -3.2458 0.0 0.0 0.0 -0.16
C -0.1024 -2.8008 -2.1987 -0.1 0.0 0.0 -0.16
C -0.6855 -1.5578 -2.4083 0.0 0.0 0.1 -0.10
C -0.5603 -0.9072 -3.6294 0.0 0.0 0.0 -0.27
C -0.2052 -3.5623 -0.8767 0.2 0.1 -0.2 0.78
O -0.0047 -4.7780 -0.9254 0.0 0.0 0.0 -0.71
O -0.4502 -2.9064 0.1853 -0.1 0.1 0.2 -0.79
H 1.2816 -3.2305 -5.2800 0.0 0.0 0.0 0.21
H 1.0151 -4.3807 -3.0744 0.0 0.0 0.0 0.23
H -1.2794 -1.0968 -1.6302 -0.1 0.0 0.0 0.24
H -1.0220 0.0577 -3.7848 0.0 0.0 0.0 0.23
I -1.8779 -0.7733 4.3657 0.1 0.0 0.0 -0.02
C -1.1635 -1.8383 2.6567 -0.1 0.0 -0.1 -0.84
H -1.9410 -2.5332 2.3597 -0.1 0.0 0.1 0.21
H -0.2628 -2.3625 2.9598 0.0 0.0 0.0 0.19
```
Positions in Å, forces in eV/Å.

Results
- DFT total energy: -145245.6801 eV
- HOMO-LUMO gap (alpha / beta): 5.8837 / 6.7025 eV
- Spin multiplicity: 2
- E_HOMO (alpha / beta): -1.79 / -2.62 eV
- Charge: -2
- <S²>: 0.76
- LUMO energy (alpha / beta): 4.09 / 4.08 eV
- Relative energy (zero: lowest compared OMol25 entry of this formula, charge and spin): 39.24 kJ/mol

=====

3.
This record from the OMol25 dataset describes a molecular structure, C12H16AuF3N4OS2. The level of theory is ωB97M-V/def2-TZVPD.

```
39
Properties=species:S:1:pos:R:3:forces:R:3:nbo_charge:R:1
Au -0.2013 0.2334 0.1899 0.1 -0.1 -0.1 1.05
F 3.5737 -1.6142 3.4445 0.0 0.0 0.0 -0.30
C 4.1170 -0.4791 2.9976 0.0 0.0 0.0 0.97
F 4.9991 -0.0438 3.8818 0.0 0.0 0.0 -0.28
F 4.7431 -0.7369 1.8466 0.0 0.0 0.0 -0.30
C 3.0259 0.5573 2.7651 0.0 0.0 0.0 -0.08
C 3.0150 1.7680 3.4485 0.0 0.0 0.0 -0.11
C 1.9974 2.6759 3.2057 0.0 0.0 0.0 -0.15
C 1.0027 2.3711 2.2691 0.1 0.0 0.0 0.10
N 1.0141 1.2266 1.6139 0.1 -0.3 0.0 -0.51
C 1.9999 0.3049 1.8540 -0.1 0.0 -0.1 -0.03
S 1.7580 -1.1331 0.9286 0.0 0.3 0.2 0.47
H 3.7954 1.9891 4.1645 0.0 0.0 0.0 0.28
H 1.9592 3.6200 3.7309 0.0 0.0 0.0 0.27
H 0.1963 3.0584 2.0548 0.0 0.0 0.0 0.24
C 0.4367 -4.6544 -3.2855 0.0 0.0 0.0 -0.60
C -0.3738 -4.6354 -1.9859 0.0 0.0 0.0 -0.46
C -0.9381 -3.2808 -1.7114 0.0 0.0 0.0 0.11
N -0.3430 -2.3622 -1.0414 0.0 -0.1 0.0 -0.29
N -1.0768 -1.1945 -0.9949 -0.1 0.1 0.0 -0.47
C -2.2297 -1.2426 -1.6410 0.0 0.0 0.0 0.26
N -3.1044 -0.2382 -1.7098 0.0 0.0 0.0 -0.77
S -2.4826 -2.7818 -2.3619 0.0 0.0 0.0 0.47
H 0.8318 -5.6534 -3.4569 0.0 0.0 0.0 0.24
H 1.2733 -3.9588 -3.2310 0.0 0.0 0.0 0.22
H -0.1802 -4.3869 -4.1438 0.0 0.0 0.0 0.22
H 0.2495 -4.9084 -1.1345 0.0 0.0 0.0 0.25
H -1.1894 -5.3582 -2.0370 0.0 0.0 0.0 0.24
H -2.8355 0.6822 -1.3916 0.0 0.0 0.0 0.43
H -3.9464 -0.3331 -2.2519 0.0 0.0 0.0 0.43
C -2.9811 3.9461 -0.9934 0.0 0.0 0.0 -0.65
C -2.0697 3.1718 -0.0763 0.0 0.0 0.0 -0.07
O -1.4680 2.0317 -0.7761 -0.1 0.1 0.0 -0.80
H -3.4173 4.7830 -0.4480 0.0 0.0 0.0 0.26
H -3.7966 3.3249 -1.3623 0.0 0.0 0.0 0.22
H -2.4332 4.3599 -1.8417 0.0 0.0 0.0 0.23
H -2.6113 2.7299 0.7585 0.0 0.0 0.0 0.20
H -1.2637 3.8013 0.3051 0.0 0.0 0.0 0.18
H -1.0460 2.3604 -1.5829 0.0 0.0 0.0 0.51
```
Positions in Å, forces in eV/Å.

Results
- DFT total energy: -54210.1841 eV
- HOMO-LUMO gap (alpha / beta): 8.4979 / 5.1854 eV
- Spin multiplicity: 3
- E_HOMO (alpha / beta): -15.44 / -15.42 eV
- Charge: +2
- <S²>: 2.03
- LUMO energy (alpha / beta): -6.94 / -10.23 eV
- Relative energy (zero: lowest compared OMol25 entry of this formula, charge and spin): 3.05 kJ/mol

=====

4.
This record from the OMol25 dataset describes a molecular structure, C12H16AuN3O6PS2Te. The level of theory is ωB97M-V/def2-TZVPD.

```
42
Properties=species:S:1:pos:R:3:forces:R:3:nbo_charge:R:1
Au 0.1008 0.6638 -2.4629 -0.1 -0.1 -0.5 0.75
O -2.3462 -3.0297 -1.1825 -0.1 0.0 -0.1 -1.00
S -1.9249 -1.6468 -1.2044 0.0 0.1 0.4 2.41
O -0.7890 -1.3791 -0.3089 0.0 0.0 -0.1 -1.07
O -1.7412 -1.0822 -2.5317 0.0 0.0 -0.2 -1.03
C -3.2937 -0.7221 -0.4510 0.1 0.1 -0.1 -0.21
C -4.0846 -1.4832 0.4035 0.0 -0.1 -0.1 -0.22
C -5.1436 -0.9337 1.1049 0.0 0.1 0.0 -0.22
C -5.4298 0.4121 0.9564 0.0 -0.1 0.0 -0.23
C -4.6508 1.1850 0.1120 0.0 0.0 0.0 -0.19
C -3.5829 0.6438 -0.6014 0.0 0.0 0.0 -0.35
S -2.7279 1.8664 -1.6381 0.0 -0.1 -0.1 2.42
O -2.9546 1.5419 -3.0227 -0.1 0.0 0.0 -0.96
O -3.2332 3.1399 -1.1825 0.1 0.0 0.0 -0.99
O -1.2750 1.7418 -1.2705 -0.2 0.0 0.3 -1.09
H -3.8488 -2.5349 0.4902 0.0 0.0 0.0 0.24
H -5.7401 -1.5566 1.7603 0.0 0.0 0.0 0.20
H -6.2533 0.8651 1.4945 0.0 0.0 0.0 0.20
H -4.8529 2.2387 -0.0098 0.0 0.0 0.0 0.25
Te 2.1960 -0.2805 -3.5919 -0.1 0.1 0.2 -0.30
C 3.1859 1.3420 1.5370 0.0 0.0 0.0 -0.07
N 4.1484 0.7007 0.6438 0.1 -0.1 0.0 -0.46
C 4.2354 -0.7191 1.0014 -0.1 0.0 0.0 -0.07
N 2.9554 -1.4211 1.0042 0.0 0.0 0.0 -0.46
C 2.0225 -0.7060 1.8791 0.0 0.0 0.0 -0.08
N 1.8807 0.7068 1.5340 0.0 -0.1 0.0 -0.46
C 1.1705 0.8766 0.2751 0.1 0.0 -0.1 -0.55
P 2.1428 0.0669 -1.1333 0.2 0.2 0.3 0.97
C 3.7620 0.8720 -0.7544 0.1 -0.1 -0.2 -0.56
C 2.4134 -1.5691 -0.3493 -0.1 -0.1 0.1 -0.58
H 3.0770 2.3892 1.2483 0.0 0.0 0.0 0.20
H 3.5887 1.2982 2.5522 0.0 0.0 0.0 0.19
H 4.6568 -0.7814 2.0072 0.0 0.0 0.0 0.19
H 4.9143 -1.2189 0.3074 0.0 0.0 0.0 0.19
H 2.4045 -0.7694 2.9010 0.0 0.0 0.0 0.19
H 1.0448 -1.1844 1.8267 0.0 0.0 0.0 0.23
H 1.0281 1.9338 0.0488 0.0 0.0 0.0 0.24
H 0.1984 0.3915 0.3223 0.0 0.0 0.0 0.30
H 3.6937 1.9344 -0.9998 0.0 0.0 0.0 0.23
H 4.5125 0.4298 -1.4157 0.0 0.0 0.1 0.23
H 3.0948 -2.1484 -0.9757 0.0 0.0 0.0 0.22
H 1.4450 -2.0737 -0.3237 0.0 0.0 0.0 0.29
```
Positions in Å, forces in eV/Å.

Results
- DFT total energy: -71406.0333 eV
- HOMO-LUMO gap: 7.4829 eV
- E_HOMO: -5.37 eV
- Charge: -1
- LUMO energy: 2.11 eV
- Relative energy (zero: lowest compared OMol25 entry of this formula, charge and spin): 31.28 kJ/mol